166
Properties=species:S:1:pos:R:3:lowdin_charge:R:1 method="wB97M-V/def2-TZVPD" orbital_gap_ha=0.366 lumo_ev=0.136 de_lowest_kj_mol=166.1 homo_ev=-9.822
C -3.860 -4.498 -0.180 -0.23
C -2.692 -3.675 -0.706 -0.20
C -2.123 -4.392 -2.045 -0.16
S -3.677 -5.128 -2.761 0.73
O -3.378 -6.531 -3.011 -0.34
O -4.076 -4.191 -3.843 -0.39
C -4.856 -4.837 -1.318 -0.16
H -4.341 -3.990 0.655 0.12
H -3.464 -5.427 0.230 0.10
H -1.918 -3.452 0.027 0.05
H -3.119 -2.696 -0.925 0.09
H -1.496 -5.257 -1.827 0.09
H -1.514 -3.911 -2.810 0.07
H -5.443 -5.745 -1.175 0.10
H -5.408 -3.955 -1.641 0.08
C 4.476 -3.085 -1.385 -0.20
C 4.207 -1.933 -2.421 -0.19
C 3.095 -2.475 -3.332 -0.22
S 1.993 -3.518 -2.310 0.69
O 1.919 -4.841 -2.931 -0.34
O 0.745 -2.876 -1.873 -0.37
C 3.135 -3.626 -0.892 -0.27
H 5.055 -2.602 -0.597 0.09
H 5.170 -3.832 -1.771 0.12
H 5.094 -1.729 -3.022 0.12
H 3.942 -1.038 -1.859 0.08
H 3.531 -3.193 -4.027 0.11
H 2.399 -1.919 -3.959 0.08
H 3.260 -4.627 -0.478 0.09
H 2.692 -3.059 -0.074 0.04
C 4.739 1.028 0.723 -0.17
C 6.137 1.860 0.798 -0.18
C 6.510 2.086 2.246 -0.24
S 4.959 2.336 3.127 0.69
O 4.769 3.774 3.197 -0.33
O 5.138 1.587 4.346 -0.34
C 3.892 1.427 1.934 -0.19
H 4.952 -0.041 0.715 0.09
H 4.259 1.114 -0.252 0.09
H 6.040 2.824 0.298 0.11
H 6.941 1.469 0.176 0.11
H 7.107 2.973 2.455 0.11
H 6.976 1.250 2.768 0.10
H 2.936 1.871 1.657 0.10
H 3.697 0.482 2.440 0.07
C 5.604 -2.713 4.376 -0.17
C 4.904 -1.859 5.423 -0.25
C 3.415 -2.130 5.521 -0.19
S 3.015 -2.678 3.804 0.68
O 2.118 -1.654 3.243 -0.36
O 2.558 -4.042 3.810 -0.35
C 4.662 -2.552 3.104 -0.20
H 5.541 -3.766 4.650 0.11
H 6.641 -2.418 4.220 0.12
H 5.064 -0.789 5.290 0.10
H 5.347 -2.048 6.401 0.12
H 2.806 -1.271 5.802 0.08
H 3.193 -2.928 6.231 0.11
H 4.724 -1.530 2.732 0.07
H 4.822 -3.182 2.229 0.10
C -2.036 0.166 0.753 -0.17
C -1.244 0.135 2.037 -0.24
C 0.202 0.555 1.741 -0.21
S 0.492 0.134 -0.001 0.67
O 1.622 -0.748 -0.098 -0.33
O 0.437 1.360 -0.772 -0.34
C -1.102 -0.676 -0.155 -0.22
H -2.095 1.189 0.380 0.10
H -2.997 -0.317 0.928 0.12
H -1.203 -0.895 2.389 0.07
H -1.587 0.791 2.837 0.12
H 0.902 -0.004 2.362 0.06
H 0.473 1.565 2.047 0.09
H -0.897 -1.674 0.234 0.07
H -1.434 -0.778 -1.188 0.10
C -2.601 -0.685 -6.145 -0.22
C -1.773 -0.858 -4.887 -0.20
C -2.025 0.361 -3.978 -0.19
S -2.328 1.788 -5.078 0.73
O -1.137 2.554 -5.376 -0.34
O -3.493 2.492 -4.477 -0.36
C -2.767 0.787 -6.560 -0.19
H -3.584 -1.121 -5.973 0.10
H -2.176 -1.269 -6.961 0.12
H -0.726 -0.819 -5.187 0.11
H -1.916 -1.872 -4.513 0.11
H -1.197 0.569 -3.300 0.10
H -2.988 0.158 -3.509 0.08
H -2.063 1.068 -7.344 0.10
H -3.792 1.036 -6.833 0.10
C -3.548 5.376 -2.604 -0.19
C -2.069 4.889 -2.309 -0.18
C -2.109 3.738 -1.255 -0.21
S -3.534 4.084 -0.153 0.69
O -3.079 4.445 1.182 -0.35
O -4.570 3.053 -0.189 -0.35
C -4.099 5.570 -1.176 -0.21
H -4.036 4.604 -3.200 0.08
H -3.699 6.272 -3.206 0.11
H -1.478 5.720 -1.923 0.11
H -1.590 4.438 -3.178 0.09
H -1.322 3.523 -0.533 0.09
H -2.394 2.784 -1.700 0.08
H -3.550 6.449 -0.838 0.09
H -5.147 5.743 -0.932 0.10
C -7.043 1.111 -3.936 -0.20
C -6.316 -0.105 -4.524 -0.22
C -6.217 -1.264 -3.493 -0.16
S -6.028 -0.390 -1.807 0.71
O -4.657 -0.148 -1.391 -0.35
O -6.926 -1.064 -0.876 -0.36
C -6.726 1.257 -2.413 -0.17
H -8.103 0.895 -4.071 0.11
H -6.695 2.057 -4.350 0.11
H -5.304 0.192 -4.801 0.08
H -6.801 -0.380 -5.460 0.11
H -5.373 -1.944 -3.606 0.07
H -7.180 -1.762 -3.382 0.10
H -6.021 2.047 -2.155 0.07
H -7.695 1.437 -1.947 0.10
C 2.304 2.616 -3.633 -0.19
C 1.859 2.635 -5.095 -0.24
C 3.075 2.372 -6.056 -0.17
S 4.001 1.027 -5.124 0.71
O 5.429 1.359 -5.217 -0.36
O 3.480 -0.256 -5.475 -0.34
C 3.220 1.375 -3.452 -0.18
H 1.377 2.651 -3.061 0.10
H 2.858 3.536 -3.448 0.12
H 1.352 3.572 -5.322 0.11
H 1.071 1.929 -5.357 0.08
H 3.837 3.150 -6.012 0.08
H 3.007 2.140 -7.119 0.10
H 3.977 1.520 -2.681 0.09
H 2.634 0.474 -3.270 0.08
C 1.481 5.667 6.775 -0.18
C 2.643 4.596 6.758 -0.19
C 1.942 3.203 6.866 -0.19
S 0.473 3.295 5.708 0.66
O -0.694 2.796 6.411 -0.35
O 0.819 2.880 4.397 -0.33
C 0.413 5.169 5.701 -0.18
H 1.862 6.660 6.535 0.10
H 1.047 5.664 7.775 0.10
H 3.379 4.804 7.535 0.11
H 3.184 4.690 5.817 0.10
H 1.458 2.964 7.813 0.09
H 2.517 2.366 6.467 0.09
H -0.640 5.350 5.918 0.09
H 0.684 5.530 4.710 0.09
Br -2.298 -5.849 4.497 0.62
C -1.167 -5.850 2.916 -0.70
C -0.592 -4.439 2.779 -0.59
Br 0.598 -4.563 1.146 0.73
H -1.765 -6.073 2.033 0.04
H -0.488 -6.694 3.037 0.06
H 0.043 -4.279 3.650 0.04
H -1.304 -3.686 2.443 0.01
Br -3.017 -2.030 4.467 0.64
C -1.921 -1.868 6.083 -0.67
C -0.909 -0.696 5.964 -0.64
Br 0.087 -0.635 7.665 0.62
H -1.366 -2.806 6.077 0.03
H -2.599 -1.697 6.919 0.06
H -1.593 0.153 5.990 0.05
H -0.226 -0.787 5.119 0.05



143
Properties=species:S:1:pos:R:3:lowdin_charge:R:1 method="wB97M-V/def2-TZVPD" orbital_gap_ha=0.353 lumo_ev=0.517 de_lowest_kj_mol=5.2 homo_ev=-9.094
C -12.261 -3.686 15.938 -0.17
C -12.333 -2.890 14.636 -0.15
C -10.945 -2.213 14.660 -0.21
O -10.101 -2.957 15.527 -0.13
C -10.808 -4.138 15.885 -0.21
H -12.954 -4.521 16.056 0.11
H -12.437 -3.028 16.793 0.11
H -13.090 -2.109 14.595 0.09
H -12.444 -3.621 13.836 0.11
H -10.988 -1.159 14.947 0.12
H -10.538 -2.179 13.637 0.10
H -10.460 -4.538 16.836 0.12
H -10.664 -4.890 15.098 0.12
C -18.559 1.143 12.540 -0.14
C -17.823 -0.165 12.693 -0.16
C -16.429 0.169 12.149 -0.18
O -16.191 1.499 12.668 -0.18
C -17.452 2.150 12.889 -0.19
H -19.391 1.169 13.242 0.11
H -18.882 1.307 11.513 0.09
H -18.187 -1.007 12.099 0.11
H -17.662 -0.456 13.731 0.11
H -16.372 0.281 11.065 0.08
H -15.745 -0.601 12.508 0.12
H -17.516 3.058 12.288 0.10
H -17.532 2.416 13.948 0.11
C -12.056 0.612 10.024 -0.14
C -13.253 1.187 10.814 -0.12
C -12.824 1.065 12.277 -0.18
O -11.385 1.015 12.226 -0.15
C -11.130 0.134 11.136 -0.21
H -11.610 1.288 9.295 0.11
H -12.312 -0.270 9.425 0.09
H -14.113 0.563 10.573 0.09
H -13.441 2.227 10.551 0.08
H -13.251 0.224 12.836 0.11
H -13.055 1.919 12.915 0.10
H -11.347 -0.871 11.511 0.11
H -10.094 0.257 10.811 0.12
C -15.898 4.275 10.040 -0.16
C -16.669 5.577 9.988 -0.15
C -15.645 6.561 9.345 -0.19
O -14.566 5.780 8.885 -0.15
C -14.981 4.418 8.815 -0.19
H -16.462 3.369 9.802 0.09
H -15.297 4.213 10.941 0.09
H -16.945 5.921 10.987 0.10
H -17.596 5.529 9.417 0.11
H -15.306 7.338 10.031 0.11
H -16.148 7.093 8.527 0.11
H -14.133 3.735 8.832 0.11
H -15.520 4.327 7.863 0.12
C -7.552 0.616 13.143 -0.18
C -8.271 1.939 13.479 -0.15
C -7.059 2.764 13.916 -0.20
O -6.137 1.866 14.524 -0.15
C -6.476 0.506 14.211 -0.20
H -7.083 0.741 12.163 0.11
H -8.160 -0.291 13.119 0.09
H -8.989 1.756 14.275 0.12
H -8.752 2.248 12.555 0.09
H -7.325 3.533 14.642 0.12
H -6.571 3.233 13.056 0.12
H -6.822 0.004 15.119 0.12
H -5.556 0.029 13.869 0.11
C -13.175 -3.204 7.676 -0.17
C -12.280 -4.134 8.499 -0.15
C -12.166 -3.289 9.765 -0.23
O -13.453 -2.704 9.969 -0.16
C -14.150 -2.655 8.705 -0.19
H -13.646 -3.711 6.832 0.11
H -12.545 -2.420 7.250 0.11
H -11.300 -4.346 8.081 0.11
H -12.763 -5.069 8.786 0.12
H -11.422 -2.490 9.669 0.10
H -11.946 -3.862 10.665 0.11
H -14.477 -1.633 8.507 0.10
H -15.028 -3.296 8.827 0.12
C -15.183 1.330 15.858 -0.17
C -13.791 0.762 15.868 -0.16
C -13.669 0.278 17.316 -0.16
O -15.016 0.202 17.844 -0.14
C -15.926 0.362 16.762 -0.21
H -15.605 1.535 14.873 0.09
H -15.258 2.289 16.384 0.11
H -13.094 1.543 15.554 0.11
H -13.626 -0.068 15.178 0.08
H -13.151 0.980 17.975 0.12
H -13.174 -0.687 17.439 0.10
H -16.892 0.740 17.096 0.12
H -16.114 -0.604 16.267 0.12
C -16.994 0.708 8.287 -0.18
C -17.771 1.862 7.667 -0.14
C -19.085 1.863 8.476 -0.18
O -19.155 0.589 9.131 -0.17
C -18.079 -0.264 8.699 -0.19
H -16.386 1.031 9.133 0.09
H -16.345 0.179 7.583 0.11
H -18.047 1.619 6.639 0.11
H -17.173 2.768 7.678 0.08
H -19.952 1.906 7.818 0.11
H -19.112 2.638 9.243 0.11
H -18.383 -0.874 7.837 0.12
H -17.958 -0.952 9.536 0.11
C -7.483 -2.391 10.877 -0.17
C -7.610 -3.243 12.127 -0.15
C -8.670 -4.311 11.767 -0.17
O -9.075 -4.019 10.423 -0.17
C -8.045 -3.279 9.785 -0.21
H -6.452 -2.099 10.665 0.12
H -8.038 -1.454 10.943 0.09
H -7.814 -2.758 13.082 0.10
H -6.665 -3.760 12.323 0.11
H -9.592 -4.224 12.340 0.10
H -8.247 -5.317 11.815 0.12
H -8.483 -2.724 8.952 0.12
H -7.328 -3.970 9.319 0.12
C -14.573 5.457 15.398 -0.16
C -14.740 5.619 13.887 -0.15
C -13.873 4.487 13.304 -0.19
O -13.094 3.994 14.401 -0.16
C -13.139 4.984 15.434 -0.20
H -15.223 4.673 15.788 0.10
H -14.721 6.373 15.969 0.11
H -14.283 6.573 13.612 0.11
H -15.777 5.654 13.556 0.10
H -13.203 4.848 12.515 0.10
H -14.424 3.662 12.847 0.09
H -12.414 5.756 15.138 0.12
H -12.786 4.544 16.365 0.12
C -10.833 5.729 9.064 -0.16
C -11.251 5.005 10.350 -0.18
C -9.912 4.703 10.994 -0.21
O -9.083 5.812 10.667 -0.13
C -9.606 6.511 9.542 -0.20
H -11.628 6.323 8.624 0.11
H -10.488 4.950 8.376 0.11
H -11.884 4.148 10.127 0.10
H -11.776 5.745 10.963 0.11
H -9.458 3.809 10.545 0.12
H -10.026 4.540 12.065 0.12
H -8.843 6.616 8.769 0.11
H -9.901 7.519 9.859 0.12